(1)
A structure of composition C25H26AgN5S2. Source: the Open Molecules 2025 dataset; level of theory: ωB97M-V/def2-TZVPD.

The geometry in XYZ format:
```
59
Properties=species:S:1:pos:R:3:nbo_charge:R:1
Ag -0.67 1.05 -1.07 0.583
C -1.46 3.16 5.14 -0.227
C -2.44 2.51 4.39 -0.210
C -2.02 1.91 3.20 -0.193
C -0.66 1.83 2.89 -0.099
C 0.32 2.36 3.73 -0.194
C -0.08 3.11 4.79 -0.218
C -0.12 0.90 1.92 -0.248
C -0.95 0.26 0.99 -0.349
C -1.99 -0.71 1.31 -0.157
C -2.83 -1.08 0.25 -0.201
C -3.80 -2.05 0.34 -0.220
C -4.07 -2.60 1.62 -0.242
C -3.24 -2.26 2.71 -0.243
C -2.21 -1.36 2.54 -0.162
H -1.72 3.77 6.00 0.207
H -3.46 2.54 4.66 0.213
H -2.71 1.45 2.50 0.223
H 1.36 2.07 3.52 0.200
H 0.69 3.62 5.38 0.206
H 0.98 0.95 1.75 0.184
H -2.63 -0.69 -0.74 0.199
H -4.46 -2.25 -0.51 0.207
H -4.88 -3.30 1.67 0.205
H -3.46 -2.72 3.68 0.211
H -1.49 -1.09 3.38 0.207
N 2.16 1.53 -3.07 -0.840
C 0.88 1.14 -3.42 0.322
S -0.57 2.02 -3.26 -0.250
N 0.85 -0.23 -3.78 -0.591
C -0.42 -0.90 -4.01 0.120
C -0.65 -2.03 -3.27 -0.223
C -1.79 -2.81 -3.53 -0.189
C -2.50 -2.49 -4.69 -0.207
C -2.31 -1.36 -5.45 -0.222
C -1.23 -0.55 -5.13 -0.186
H 2.38 2.53 -3.13 0.409
H 2.68 0.97 -2.43 0.435
H 1.68 -0.73 -3.70 0.409
H 0.08 -2.32 -2.54 0.225
H -2.02 -3.65 -2.86 0.226
H -3.21 -3.21 -4.98 0.209
H -3.04 -1.04 -6.18 0.225
H -1.00 0.33 -5.75 0.230
C 4.38 2.56 -0.40 -0.587
C 4.76 1.48 0.70 -0.461
C 3.96 0.27 0.64 0.067
N 3.17 0.05 -0.42 -0.305
N 2.56 -1.15 -0.44 -0.353
C 2.93 -1.91 0.57 0.252
N 2.47 -3.19 0.70 -0.807
S 3.99 -1.14 1.77 0.295
H 4.87 3.48 -0.19 0.215
H 3.36 2.65 -0.53 0.221
H 4.79 2.31 -1.39 0.204
H 4.69 1.92 1.74 0.225
H 5.84 1.23 0.66 0.229
H 1.65 -3.44 0.15 0.416
H 2.60 -3.70 1.58 0.404
```

Properties
* E_LUMO (spin up / spin down): 0.1 / 0.1 eV
* energy above the lowest of the compared OMol25 structures with the same formula, charge and spin: 60.59 kJ/mol
* HOMO-LUMO gap (spin up / spin down): 5.92 / 5.78 eV
* F_max: 5.163 eV/A
* HOMO level (spin up / spin down): -5.8 / -5.6 eV
* E_tot: -59463.398 eV

(2)
A structure of composition C25H26AlClN5O7S. Source: the Open Molecules 2025 dataset; level of theory: ωB97M-V/def2-TZVPD.

The geometry in XYZ format:
```
66
Properties=species:S:1:pos:R:3:nbo_charge:R:1
C 2.73 1.99 -3.23 -0.674
C 1.37 1.61 -3.08 -0.036
C 0.60 0.72 -4.08 -0.981
Al 0.26 -1.06 -3.07 1.421
Cl 1.53 -2.65 -4.01 -0.632
C -1.72 -1.60 -3.08 -0.973
C -2.63 -0.36 -3.47 -0.491
S -4.40 -0.90 -3.45 0.184
C -5.48 0.50 -3.09 0.308
N -5.47 1.31 -2.02 -0.300
N -6.51 2.18 -2.26 -0.295
C -7.09 1.86 -3.41 0.246
O -6.45 0.79 -4.02 -0.424
H 3.49 1.37 -2.69 0.197
H 3.09 2.83 -3.87 0.202
H 0.82 1.93 -2.14 0.203
H 1.15 0.57 -5.04 0.229
H -0.42 1.11 -4.34 0.201
H 0.64 -0.85 -1.52 -0.426
H -2.02 -1.94 -2.05 0.219
H -1.94 -2.41 -3.83 0.212
H -2.40 -0.05 -4.52 0.214
H -2.50 0.50 -2.77 0.227
H -7.97 2.34 -3.88 0.205
C 8.62 -1.99 -2.40 -0.191
C 7.41 -2.38 -2.94 -0.211
C 6.57 -1.44 -3.53 -0.203
C 6.97 -0.11 -3.57 0.094
C 8.17 0.29 -3.02 -0.214
C 9.00 -0.65 -2.43 -0.220
N 6.10 0.88 -4.22 0.508
O 5.04 0.48 -4.67 -0.329
O 6.49 2.03 -4.27 -0.398
H 9.28 -2.72 -1.94 0.211
H 7.11 -3.42 -2.91 0.221
H 5.63 -1.76 -3.96 0.265
H 8.48 1.33 -3.05 0.245
H 9.95 -0.34 -2.00 0.213
C -2.48 2.28 3.29 -0.191
C -2.43 3.11 2.18 -0.211
C -1.42 2.95 1.24 -0.208
C -0.47 1.96 1.42 0.100
C -0.51 1.13 2.53 -0.213
C -1.52 1.29 3.47 -0.218
N 0.58 1.77 0.42 0.506
O 0.60 2.53 -0.54 -0.384
O 1.38 0.87 0.59 -0.358
H -3.27 2.40 4.02 0.222
H -3.18 3.88 2.04 0.219
H -1.39 3.61 0.37 0.249
H 0.24 0.35 2.67 0.247
H -1.56 0.65 4.34 0.212
C -3.32 -3.92 6.52 -0.176
C -2.89 -3.40 7.73 -0.213
C -2.97 -2.04 7.97 -0.211
C -3.48 -1.20 6.99 0.080
C -3.91 -1.71 5.77 -0.206
C -3.82 -3.07 5.54 -0.206
N -3.59 0.24 7.25 0.517
O -3.19 0.65 8.33 -0.377
O -4.08 0.93 6.38 -0.376
H -3.26 -4.99 6.33 0.220
H -2.49 -4.06 8.49 0.221
H -2.63 -1.65 8.92 0.246
H -4.31 -1.06 5.00 0.254
H -4.16 -3.48 4.59 0.229
```

Properties
* E_LUMO: 0.6 eV
* HOMO-LUMO gap: 3.48 eV
* F_max: 3.178 eV/A
* charge: -1
* HOMO level: -2.9 eV
* E_tot: -78074.612 eV

(3)
A structure of composition C25H26AuI2N3O2PS2. Source: the Open Molecules 2025 dataset; level of theory: ωB97M-V/def2-TZVPD.

The geometry in XYZ format:
```
62
Properties=species:S:1:pos:R:3:nbo_charge:R:1
Au -0.08 -0.49 -0.19 0.475
N -5.58 -7.33 -5.08 -0.360
C -4.97 -6.54 -4.50 0.286
C -4.22 -5.54 -3.79 -0.164
C -3.94 -4.31 -4.39 -0.170
C -3.20 -3.36 -3.70 -0.209
C -2.71 -3.62 -2.41 -0.062
C -3.01 -4.86 -1.83 -0.204
C -3.75 -5.80 -2.50 -0.181
C -1.92 -2.65 -1.73 -0.176
C -1.23 -1.84 -1.14 -0.346
H -4.31 -4.10 -5.38 0.215
H -2.98 -2.41 -4.16 0.224
H -2.65 -5.06 -0.83 0.225
H -3.98 -6.75 -2.04 0.217
C 2.71 3.19 3.43 -0.633
C 1.26 3.04 3.83 0.125
C 0.34 3.94 3.03 -0.651
O 0.90 1.64 3.80 -0.865
P 0.18 0.81 2.61 1.676
S -1.71 1.21 2.43 -0.640
S 1.36 1.03 0.97 -0.724
O 0.33 -0.66 3.20 -0.848
C 1.42 -1.32 3.86 0.124
C 2.74 -1.19 3.13 -0.640
C 1.52 -0.90 5.32 -0.629
H 3.03 4.23 3.56 0.198
H 2.85 2.90 2.39 0.229
H 3.35 2.55 4.05 0.207
H 1.16 3.30 4.89 0.172
H 0.41 3.73 1.96 0.227
H 0.64 4.97 3.21 0.198
H -0.70 3.81 3.32 0.241
H 1.11 -2.37 3.83 0.182
H 3.09 -0.16 3.12 0.216
H 2.65 -1.52 2.09 0.237
H 3.49 -1.80 3.64 0.199
H 1.95 0.09 5.42 0.217
H 2.15 -1.62 5.85 0.197
H 0.53 -0.90 5.78 0.220
I -5.30 2.32 -3.07 0.132
C -3.38 2.69 -2.38 -0.207
C -2.81 3.95 -2.51 -0.217
C -1.52 4.14 -2.03 -0.247
C -0.87 3.07 -1.44 0.033
N -1.42 1.86 -1.32 -0.386
C -2.65 1.67 -1.78 0.024
H -3.35 4.75 -2.98 0.219
H -1.04 5.10 -2.11 0.212
H 0.12 3.17 -1.01 0.209
H -3.05 0.67 -1.67 0.223
I 2.85 -3.03 -1.39 0.139
C 3.07 -1.01 -1.88 0.101
C 4.26 -0.36 -1.53 -0.278
C 4.36 0.98 -1.82 -0.166
C 3.29 1.62 -2.44 -0.267
C 2.17 0.88 -2.74 0.050
N 2.05 -0.42 -2.46 -0.437
H 5.06 -0.91 -1.05 0.226
H 5.25 1.53 -1.56 0.213
H 3.33 2.68 -2.68 0.215
H 1.30 1.33 -3.21 0.202
```

Properties
* E_LUMO: 2.1 eV
* HOMO-LUMO gap: 6.99 eV
* F_max: 0.353 eV/A
* charge: -1
* HOMO level: -4.9 eV
* E_tot: -85768.763 eV

(4)
A structure of composition C25H26BrIN5O5Pr. Source: the Open Molecules 2025 dataset; level of theory: ωB97M-V/def2-TZVPD.

The geometry in XYZ format:
```
64
Properties=species:S:1:pos:R:3:lowdin_spin:R:1
Pr 0.85 0.40 0.74 2.030
O -3.15 0.92 -2.94 0.000
C -2.05 1.22 -3.71 0.000
C -2.11 1.28 -5.10 0.000
C -0.97 1.58 -5.83 0.000
C 0.23 1.82 -5.17 0.000
C 0.28 1.74 -3.79 0.000
C -0.85 1.43 -3.04 0.000
C -0.78 1.39 -1.53 -0.001
O 0.52 1.48 -1.03 -0.014
N -1.37 0.09 -1.09 0.000
N -1.44 -0.05 0.28 -0.004
C -2.30 -0.79 0.85 0.001
C -2.22 -1.10 2.27 0.001
Br -0.52 -0.64 3.08 -0.003
C -3.09 -1.73 3.05 0.000
C -4.45 -2.11 2.69 0.000
C -4.97 -3.27 3.27 0.000
C -6.25 -3.70 2.94 0.000
C -7.02 -2.96 2.06 0.000
C -6.53 -1.79 1.50 0.000
C -5.25 -1.36 1.82 0.000
H -3.94 0.92 -3.49 0.000
H -3.06 1.10 -5.60 0.000
H -1.03 1.64 -6.91 0.000
H 1.12 2.08 -5.73 0.000
H 1.20 1.98 -3.27 0.000
H -1.39 2.20 -1.13 0.000
H -2.23 -0.14 -1.58 0.000
H -3.10 -1.27 0.29 0.000
H -2.76 -2.00 4.05 0.000
H -4.37 -3.84 3.97 0.000
H -6.64 -4.61 3.39 0.000
H -8.02 -3.29 1.81 0.000
H -7.15 -1.19 0.85 0.000
H -4.89 -0.41 1.45 0.000
N 2.12 -2.61 -2.19 0.000
C 2.10 -1.54 -1.42 0.000
O 1.42 -1.51 -0.36 -0.004
C 2.85 -0.30 -1.83 0.000
I 4.36 -0.48 -3.29 0.000
H 1.57 -3.41 -1.93 0.000
H 2.67 -2.63 -3.03 0.000
H 3.31 0.15 -0.95 0.000
H 2.11 0.39 -2.20 0.000
O 3.03 -0.85 1.89 -0.001
C 4.47 -0.68 1.83 0.000
N 5.06 -0.20 3.04 0.000
C 5.13 1.14 3.42 0.000
O 5.77 1.52 4.37 0.000
C 4.30 2.03 2.54 0.000
C 4.85 2.93 1.64 0.000
C 4.02 3.53 0.70 0.000
C 2.69 3.16 0.66 0.000
N 2.15 2.33 1.57 -0.004
C 2.94 1.84 2.53 -0.001
H 2.84 -1.51 2.57 0.000
H 4.64 0.01 1.02 0.000
H 4.93 -1.63 1.58 0.000
H 5.59 -0.83 3.62 0.000
H 5.91 3.13 1.65 0.000
H 4.40 4.25 -0.02 0.000
H 2.02 3.51 -0.12 0.000
H 2.47 1.25 3.30 0.000
```

Properties
* E_LUMO (spin up / spin down): -5.9 / -5.8 eV
* multiplicity: 3
* HOMO-LUMO gap (spin up / spin down): 7.52 / 7.55 eV
* F_max: 1.439 eV/A
* charge: +2
* HOMO level (spin up / spin down): -13.4 / -13.4 eV
* E_tot: -136235.491 eV